# C2H4O2

A 2-piece molecular cluster, C2H4O2 overall in a non-equilibrium geometry (wB97M-V/def2-TZVPD, the OMol25 dataset).

Last column: natural (NBO) charge in e.
Element x y z (Å)
O  -0.55463  1.08567  -2.88931  -0.495
C  0.54249  0.52882  -2.73053  0.253
H  1.30718  0.80322  -1.96542  0.128
H  0.65322  -0.46937  -3.21716  0.114
O  0.36185  0.35377  2.89167  -0.495
C  -0.53029  -0.47137  2.71991  0.263
H  -1.00951  -1.07888  3.52410  0.120
H  -0.77030  -0.75184  1.66673  0.111

Forces on atoms 1 to 2 (eV/Å):
3.10 -0.69 0.51
-3.29 -0.26 0.12

Properties
LUMO level: 0.01779 Eh
Structure (SMILES): C=O.C=O
Frontier orbital gap: 10.8 eV
HOMO: -10.336 eV
Max |F|: 3.30 eV Å⁻¹